43
Properties=species:S:1:pos:R:3:forces:R:3:nbo_charge:R:1 method="wB97M-V/def2-TZVPD" total_charge=0 orbital_gap_ev=9.1 de_lowest_kcal_mol=25.8 smiles="CCc1nnc(NC(=O)CSc2nnc(COc3cccc(C)c3)o2)s1" total_energy_ev=-52130.297 homo_ev=-8.72 fmax_ha_per_bohr=0.0318
C -1.9853 -3.2019 1.2871 0.01 -0.07 -0.12 -0.61
C -2.6100 -3.2177 -0.1054 0.13 -0.23 0.22 -0.46
C -3.0593 -1.8707 -0.5226 -0.56 0.27 0.77 0.10
N -2.8454 -1.3561 -1.6802 0.61 -1.23 -0.40 -0.28
N -3.3322 -0.1364 -1.8437 -0.44 1.52 -0.42 -0.26
C -3.9339 0.3267 -0.8054 0.10 -0.94 1.01 0.19
N -4.5791 1.5438 -0.7584 -0.68 0.25 -0.49 -0.65
C -4.3373 2.6119 0.0643 0.28 -0.21 0.14 0.68
O -5.0736 3.5648 0.0756 -0.11 0.33 0.07 -0.57
C -3.0559 2.5516 0.8732 0.28 0.20 -0.23 -0.63
S -1.6665 2.9079 -0.2739 -0.14 0.46 0.03 0.33
C -0.9340 1.3491 -0.3225 -0.12 -0.62 0.58 0.30
N -1.1210 0.3484 0.4849 -0.45 1.36 0.17 -0.36
N -0.3105 -0.6406 0.0551 1.15 -0.82 -0.77 -0.30
C 0.3198 -0.2010 -0.9818 -0.17 -0.47 0.52 0.44
C 1.2954 -0.9475 -1.8246 -0.19 -0.07 -0.18 -0.12
O 2.4128 -0.1814 -2.1825 0.28 0.19 0.00 -0.50
C 3.2431 0.2792 -1.1895 0.19 0.11 -0.01 0.38
C 4.2784 1.1093 -1.6143 -0.16 -0.09 -0.08 -0.28
C 5.1639 1.6258 -0.6915 -0.06 -0.04 -0.09 -0.18
C 5.0285 1.3275 0.6546 -0.05 -0.05 0.14 -0.25
C 4.0032 0.5008 1.0876 0.13 0.14 -0.07 0.03
C 3.8548 0.1494 2.5369 0.04 -0.07 -0.01 -0.63
C 3.1121 -0.0250 0.1572 -0.17 -0.15 -0.15 -0.35
O -0.0296 1.0709 -1.2780 -0.04 0.18 -0.19 -0.40
S -3.9623 -0.8119 0.5437 0.06 0.04 -1.13 0.34
H -1.6038 -4.1888 1.5343 0.01 -0.08 0.10 0.21
H -2.7249 -2.9184 2.0329 -0.03 -0.02 0.15 0.20
H -1.1687 -2.4856 1.3140 0.04 -0.01 0.07 0.24
H -3.4716 -3.8927 -0.1176 0.08 -0.02 -0.08 0.22
H -1.8918 -3.5683 -0.8479 -0.08 0.02 -0.03 0.24
H -5.3063 1.6968 -1.4482 0.09 0.03 0.14 0.43
H -3.0684 3.3445 1.6187 -0.05 -0.11 -0.06 0.26
H -2.8559 1.5849 1.3282 -0.02 0.03 0.08 0.28
H 1.5694 -1.8700 -1.2964 -0.10 0.15 -0.03 0.21
H 0.8117 -1.2079 -2.7728 0.10 -0.04 0.17 0.23
H 4.3619 1.3333 -2.6653 0.01 0.04 -0.14 0.22
H 5.9639 2.2706 -1.0228 0.07 0.06 -0.04 0.21
H 5.7222 1.7406 1.3716 0.06 0.05 0.09 0.21
H 4.2914 0.9186 3.1689 0.01 0.02 0.08 0.22
H 2.8069 0.0255 2.8011 -0.05 0.00 0.07 0.22
H 4.3669 -0.7906 2.7454 0.01 -0.05 0.09 0.22
H 2.3211 -0.6693 0.5103 -0.07 -0.05 0.03 0.22